The following is a DFT calculation (the ωB97M-V functional and the def2-TZVPD basis) of C54H95B2F9HgN5O24PS as an isolated structure at a distorted geometry.

```
192
C54H95B2F9HgN5O24PS (the ωB97M-V functional and the def2-TZVPD basis)
Hg -2.2579 5.9689 0.1192
O -3.0978 -0.5327 -6.9468
C -2.7913 0.6577 -7.0664
O -1.7012 1.1917 -6.6620
B -1.8452 2.6471 -6.5936
O -2.9558 2.8946 -7.5444
C -3.6177 1.7677 -7.6969
O -4.6847 1.6074 -8.2801
O -0.6380 3.4312 -6.9572
C -0.3810 4.2731 -6.0305
O 0.5380 5.0775 -6.1000
C -1.3127 4.1330 -4.9598
O -2.0569 3.1777 -5.2112
O -1.1824 4.6971 -3.8623
O -6.9179 -1.5386 -4.5955
C -7.2347 -0.4076 -4.2695
O -6.8129 0.1878 -3.0631
B -7.4342 1.4419 -2.9172
O -8.1903 1.6828 -4.1912
C -7.9424 0.7172 -5.0195
O -8.3142 0.6463 -6.1928
O -8.2688 1.4789 -1.7132
C -7.8151 2.2917 -0.9518
O -8.3606 2.5721 0.1154
C -6.5155 2.9760 -1.4414
O -6.4396 2.5131 -2.6919
O -5.9140 3.9037 -0.8941
P -0.1009 2.1830 0.9708
F 0.6096 2.2532 -0.4915
F -0.3904 0.5415 0.8041
F 1.3761 1.9234 1.4621
F -0.5858 2.2371 2.4768
F 0.0184 3.7633 1.0048
F -1.5688 2.4575 0.1859
C 3.6803 6.8651 -0.9029
F 4.8369 7.4930 -0.8408
F 3.6754 6.0992 -1.9680
F 3.4576 5.9765 0.1155
S 2.3554 8.2654 -1.0961
O 1.0902 7.6850 -0.5360
O 2.6894 9.4474 -0.3410
O 2.2299 8.6328 -2.5219
C 3.6625 -0.1221 -5.6557
C 5.2392 -0.3034 -5.4749
C 5.4081 -1.7557 -4.8794
C 6.7809 -2.4170 -4.9265
C 7.2663 -2.4757 -6.4685
C 7.2186 -1.0778 -7.1093
N 5.9003 -0.3214 -6.8702
O 5.9289 0.8917 -7.6194
C 8.4013 -0.3574 -6.4829
C 7.3696 -1.2589 -8.5841
C 5.7840 0.6293 -4.4256
H 3.5277 0.9199 -5.9455
H 3.2206 -0.2223 -4.6643
H 3.1697 -0.7679 -6.3824
H 5.0847 -1.7231 -3.8390
H 4.8151 -2.4397 -5.4866
H 6.7969 -3.4603 -4.6112
H 7.5542 -1.9871 -4.2898
H 6.5506 -3.0672 -7.0395
H 8.2535 -2.9379 -6.4683
H 9.1723 -1.1108 -6.3213
H 8.6220 0.5256 -7.0828
H 8.2270 0.0900 -5.5043
H 7.3055 -0.3680 -9.2088
H 8.1997 -1.8451 -8.9784
H 6.4741 -1.8536 -8.7645
H 5.1626 0.8178 -3.5501
H 5.8120 1.6379 -4.8380
H 6.7431 0.4011 -3.9607
H 5.7066 0.6635 -8.5250
C 0.6532 -8.1611 -3.3763
C -0.8207 -7.6888 -2.7917
C -0.7019 -7.8022 -1.2515
C 0.1554 -6.7111 -0.5914
C -0.5429 -5.4232 -1.0315
C -0.5577 -5.1169 -2.5129
N -1.1802 -6.3343 -3.2551
O -1.4844 -6.1535 -4.5318
C -1.6104 -3.9487 -2.6479
C 0.8103 -4.6050 -2.9103
C -1.8838 -8.7239 -3.3060
H 0.8220 -8.0586 -4.4483
H 0.8604 -9.1903 -3.0832
H 1.4693 -7.6431 -2.8725
H -1.6953 -7.8729 -0.8083
H -0.0580 -8.6460 -1.0035
H 1.1705 -6.8012 -0.9781
H 0.2199 -6.7858 0.4942
H 0.0261 -4.6824 -0.4697
H -1.5697 -5.5158 -0.6779
H -1.2229 -3.0182 -2.2330
H -1.8806 -3.5641 -3.6313
H -2.5548 -4.0457 -2.1123
H 0.8063 -4.3910 -3.9791
H 0.9969 -3.6267 -2.4676
H 1.6473 -5.2991 -2.8337
H -2.9016 -8.3850 -3.1125
H -1.8377 -9.6484 -2.7305
H -1.8462 -9.0453 -4.3469
H -0.6195 -6.3557 -4.8961
C -3.9845 8.9824 5.2282
C -3.4978 8.7837 3.7993
C -3.0508 10.0797 3.0965
C -1.7181 10.7127 3.6563
C -0.6861 9.5694 3.8295
C -1.1258 8.2377 4.4446
N -2.3075 7.8828 3.6114
O -2.6665 6.5199 3.6524
C 0.0678 7.3118 4.1622
C -1.1604 8.3392 5.9973
C -4.6998 8.2291 2.8323
H -5.0055 9.3562 5.1513
H -3.3749 9.6297 5.8586
H -3.9863 8.0398 5.7755
H -2.8823 9.8956 2.0355
H -3.9228 10.7256 3.1995
H -1.9236 11.2390 4.5885
H -1.3264 11.5506 3.0796
H -0.0392 10.0871 4.5378
H -0.3023 9.5360 2.8098
H 1.0048 7.4044 4.7113
H -0.2148 6.2591 4.1726
H 0.4736 7.4978 3.1678
H -0.2919 8.1164 6.6170
H -1.4816 9.3588 6.2102
H -1.9585 7.6361 6.2358
H -5.4323 9.0302 2.7341
H -5.1372 7.3482 3.3022
H -4.2924 8.1128 1.8280
H -2.4510 6.2736 4.5549
C 8.7579 -4.7661 4.3684
C 7.7351 -3.6684 4.7760
C 7.9300 -2.7067 3.5687
C 7.0044 -1.5130 3.6615
C 5.5462 -2.0408 3.6979
C 5.2799 -3.0882 4.7991
N 6.3596 -4.1762 4.7734
O 6.2359 -5.1667 5.7291
C 5.0553 -2.2845 6.1176
C 3.8780 -3.6955 4.3588
C 8.2629 -2.9887 6.1468
H 8.3722 -5.3607 3.5403
H 8.7280 -5.3756 5.2716
H 9.7461 -4.4798 4.0083
H 8.9354 -2.4138 3.2664
H 7.7192 -3.2863 2.6699
H 7.1942 -0.7916 2.8668
H 7.2916 -0.9664 4.5598
H 5.1716 -2.4186 2.7466
H 4.9027 -1.1837 3.8964
H 4.0207 -2.3027 6.4601
H 5.7847 -2.6739 6.8278
H 5.3480 -1.2382 6.0304
H 3.1570 -2.8810 4.2895
H 3.8053 -4.1374 3.3650
H 3.6020 -4.4957 5.0454
H 7.8316 -2.0132 6.3712
H 9.2562 -2.6411 5.8628
H 8.5708 -3.6241 6.9772
H 6.0456 -5.9519 5.2106
C -7.6810 -2.5366 1.8594
C -7.0525 -3.5434 2.8302
C -5.5261 -3.5420 2.7203
C -4.8336 -2.2626 3.2274
C -5.2380 -2.1200 4.7216
C -6.7812 -2.2681 5.0824
N -7.3167 -3.3993 4.3112
O -8.7126 -3.4686 4.4888
C -6.9410 -2.4735 6.5595
C -7.4572 -0.9616 4.5777
C -7.4162 -5.0263 2.4864
H -7.0100 -1.6858 1.7408
H -8.6092 -2.1079 2.2372
H -7.9033 -2.9546 0.8776
H -5.0496 -4.4066 3.1823
H -5.2242 -3.6301 1.6766
H -5.0968 -1.3403 2.7094
H -3.7591 -2.3965 3.1030
H -4.9250 -1.0929 4.9093
H -4.7883 -2.8293 5.4164
H -8.0064 -2.6059 6.7479
H -6.6235 -3.4475 6.9319
H -6.8515 -1.6647 7.2846
H -7.5025 -0.1987 5.3549
H -7.1266 -0.4781 3.6585
H -8.5458 -1.0171 4.5841
H -7.2523 -5.3661 1.4638
H -8.4783 -5.2362 2.6130
H -7.0545 -5.8531 3.0977
H -8.6467 -4.2428 5.0526
```

Properties
LUMO = -3.773 eV
energy relative to the best compared isomer or geometry (same formula, charge and spin) = 284.46 kJ/mol
total charge = -2

Mulliken population analysis, charges in e, atoms 1 to 99: 0.9665 -0.6487 0.6781 -0.3911 0.9164 -0.4860 0.5677 -0.6161 -0.4786 0.6362 -0.6328 0.7381 -0.3879 -0.6460 -0.5966 0.6083 -0.4361 1.1112 -0.4510 0.6016 -0.6407 -0.5326 0.6371 -0.7078 0.6721 -0.4611 -0.6705 1.1866 -0.3687 -0.3857 -0.3484 -0.3463 -0.3527 -0.3806 0.6384 -0.2165 -0.2019 -0.1923 1.1268 -0.4840 -0.5700 -0.5481 -1.8675 1.6143 -1.2298 -0.7258 -1.2654 1.6519 0.2429 -0.4966 -1.7133 -1.9251 -1.7046 0.4651 0.3779 0.3682 0.4771 0.3981 0.4147 0.3609 0.3725 0.4374 0.3393 0.3954 0.2716 0.3711 0.3517 0.5002 0.4464 0.4311 0.3118 0.3305 -1.5770 1.3166 -1.1208 -0.6713 -1.3231 1.7590 0.1286 -0.3904 -1.8516 -1.8713 -1.8586 0.3344 0.4553 0.3544 0.3991 0.3985 0.2796 0.3734 0.4756 0.4172 0.4347 0.4468 0.3594 0.4799 0.4326 0.2534 0.4549